1.
Below is H3PS4 in the gas phase at a distorted geometry, with properties calculated with wB97M-V/def2-TZVPD.

Output
energy relative to the best compared isomer or geometry (same formula, charge and spin): 7.7 kcal/mol
E_LUMO: -0.750 eV
charge: 0
E_HOMO: -8.917 eV
SMILES: S=P(S)(S)S
total energy: -1935.92760 a.u.

Last column: natural (NBO) charge in e.
Cartesian coordinates (Å):
P -0.329 0.010 -0.152  0.70
S -0.469 -1.072 -1.940  -0.19
S -0.460 -1.257 1.524  -0.21
H -0.449 -0.154 2.244  0.16
S -1.803 1.429 -0.038  -0.52
S 1.769 0.912 -0.293  -0.26
H 1.209 2.036 0.135  0.16
H 0.532 -1.903 -1.480  0.15

=====

2.
Below is a molecular structure, C25H16Br2Cl2NOZn at a distorted geometry, with properties calculated with wB97M-V/def2-TZVPD.

Output
energy relative to the best compared isomer or geometry (same formula, charge and spin): 37.3 kcal/mol
E_LUMO: 1.709 eV
charge: -1
E_HOMO: -2.255 eV
total energy: -8939.99212 a.u.

Last column: natural (NBO) charge in e.
Cartesian coordinates (Å):
C 3.091 -0.174 -0.838  0.07
Cl 3.373 -6.108 -1.725  -0.04
C -1.402 -1.639 -0.997  -0.86
C 1.785 -6.230 -0.953  -0.39
C -3.814 2.408 -2.480  -0.23
Br 1.127 3.487 -0.990  0.07
C -2.670 0.236 1.776  0.00
N 2.674 -1.457 -0.793  -0.53
Cl 0.844 -4.712 -1.141  -0.01
H -4.931 0.978 4.204  0.19
H -1.132 -0.937 4.571  0.19
H 5.653 -2.994 -0.908  0.22
H 4.099 3.567 -0.985  0.24
C -1.809 -0.666 -0.334  -0.04
C -3.020 1.425 -0.422  0.00
C 5.403 -0.873 -0.938  -0.11
C 2.058 0.825 -0.872  0.43
C -2.924 2.715 0.118  -0.23
Zn 0.482 -1.416 -1.384  1.42
H -4.164 2.293 -3.499  0.19
O 0.833 0.498 -0.883  -0.82
H -3.220 -0.122 5.608  0.19
H -3.113 4.810 -0.212  0.19
C -1.707 -0.375 2.593  -0.18
C -3.243 3.823 -0.635  -0.22
H -2.537 2.830 1.121  0.21
C -1.897 -0.483 3.954  -0.23
H -3.540 0.306 -2.176  0.21
H 6.458 -0.650 -0.998  0.23
C -2.518 0.296 0.339  -0.33
H 1.250 -7.039 -1.441  0.22
C 2.491 2.161 -0.930  -0.21
C -4.019 0.607 3.753  -0.20
C -3.060 -0.009 4.544  -0.29
C 3.822 2.524 -0.951  -0.21
H -3.927 4.552 -2.532  0.19
H 1.946 -6.433 0.104  0.22
C -3.695 3.679 -1.938  -0.28
C 4.466 0.179 -0.905  -0.12
C 4.952 -2.173 -0.895  -0.28
H -0.796 -0.739 2.136  0.20
C 3.586 -2.419 -0.815  0.05
H 3.212 -3.429 -0.756  0.20
C 4.790 1.543 -0.938  -0.12
H -4.583 1.212 1.784  0.21
Br 6.626 2.088 -0.996  0.00
C -3.472 1.294 -1.741  -0.18
C -3.825 0.740 2.395  -0.25

=====

3.
Below is a molecular structure, C25H42Cl2NdO2P2 at a distorted geometry, with properties calculated with wB97M-V/def2-TZVPD.

Output
2S+1: 4
energy relative to the best compared isomer or geometry (same formula, charge and spin): 0.0 kcal/mol
E_LUMO (alpha / beta): -2.672 / -2.595 eV
charge: +1
E_HOMO (alpha / beta): -10.002 / -9.987 eV
total energy: -3292.53736 a.u.

Last column: Löwdin spin population.
Cartesian coordinates (Å):
C -0.585 -0.519 -3.086  0.00
C -1.674 0.174 0.928  -0.01
H -1.401 1.637 -5.548  0.00
H -0.197 2.543 -4.579  0.00
C -1.607 2.754 0.564  0.00
C 0.173 1.292 1.758  -0.01
C -2.829 1.398 -3.167  0.00
C 0.985 -3.021 -2.628  0.00
H -2.510 -1.923 -7.202  0.00
H -1.695 -2.668 1.014  0.00
H -3.874 -1.677 -6.126  0.00
C -1.333 0.571 -5.767  0.00
H 0.738 0.366 -5.302  0.00
H -1.971 -3.909 -1.174  0.00
H 1.029 -4.045 -2.216  0.00
H 1.089 2.429 3.321  0.00
H 5.213 0.444 -1.738  0.00
H -0.846 -3.831 -4.639  0.00
Nd 0.508 -0.003 -0.782  3.06
H 0.395 -0.503 -3.590  0.00
C 1.319 -0.631 3.029  0.00
H -0.261 -2.782 2.047  0.00
H 1.332 -0.085 3.985  0.00
H -2.153 2.661 -0.387  0.00
C 3.295 0.036 -0.862  0.00
C -2.607 0.047 -6.340  0.00
H -3.467 1.312 -2.276  0.00
H -0.815 3.498 0.409  0.00
H -3.482 0.557 -5.896  0.00
H -1.817 -2.300 2.748  0.00
C 0.186 -1.196 -6.737  0.00
H 1.137 -1.688 3.249  0.00
H 1.203 -1.022 -7.128  0.00
H -3.773 -0.144 1.236  0.00
H -3.377 0.663 -0.288  0.00
C -2.117 -2.208 -5.098  0.00
H 1.043 2.269 -3.326  0.00
H 1.139 -2.857 -5.685  0.00
H 1.908 -2.496 -2.326  0.00
C -1.039 1.456 1.016  -0.01
C -0.836 -0.776 1.591  -0.01
P -1.105 1.271 -2.629  0.00
H 2.319 -0.548 2.582  0.00
H -2.668 0.323 -7.412  0.00
H -0.239 3.473 -3.058  0.00
H -2.310 3.168 1.308  0.00
H -3.084 -1.070 -0.106  0.00
P -0.523 -2.213 -1.968  -0.01
C 1.081 2.368 2.221  0.00
C -0.935 -2.870 -5.161  0.00
H 0.784 3.350 1.838  0.00
C 0.161 -2.627 -6.136  0.00
H 2.116 2.182 1.902  0.00
H -3.107 0.609 -3.875  0.00
H -1.316 -0.821 -3.835  0.00
C -0.026 2.481 -3.497  0.00
C -2.792 -1.485 -6.234  0.00
H 0.081 -3.342 -6.977  0.00
C -1.171 -2.199 1.858  0.00
H -2.783 -2.375 -4.241  0.00
C -3.040 -0.105 0.414  0.00
Cl 5.174 -1.792 -0.959  0.00
H 0.948 -3.072 -3.726  0.00
H -0.472 -1.189 -7.621  0.00
O 2.645 0.177 -1.960  0.00
C 0.287 -0.076 2.122  -0.01
C -0.136 -0.064 -5.806  0.00
C -1.899 -3.366 -2.132  0.00
H -2.848 -2.836 -2.286  0.00
Cl 5.454 0.756 0.581  0.00
H -1.761 -4.100 -2.936  0.00
C 4.818 -0.061 -0.862  0.00
O 2.698 -0.076 0.256  0.00
H -3.009 2.382 -3.629  0.00

=====

4.
Below is a molecular structure, C26H43N3O3PV at a distorted geometry, with properties calculated with wB97M-V/def2-TZVPD.

Output
2S+1: 3
E_LUMO (alpha / beta): -6.321 / -6.359 eV
charge: +2
E_HOMO (alpha / beta): -11.420 / -12.645 eV
total energy: -2691.11880 a.u.

Last column: Löwdin spin population.
Cartesian coordinates (Å):
H 1.345 3.110 -0.527  0.00
H 3.861 -4.144 2.486  0.00
H -1.291 4.726 -2.613  0.00
C 5.702 1.464 3.538  0.00
C 5.108 1.786 4.750  0.00
H 3.234 1.723 5.834  0.00
H 0.217 5.506 -3.048  0.00
H -1.811 -0.612 -3.604  0.00
H 5.658 2.246 5.552  0.00
C 3.751 1.497 4.918  0.00
N 0.717 -1.423 -0.737  0.03
C 1.858 -3.463 2.618  0.00
N 0.789 -2.791 1.787  0.00
H -0.580 -4.092 0.776  0.00
O -1.805 2.364 -0.262  0.05
H 2.372 2.451 -2.926  0.00
H -0.580 2.542 -5.461  0.00
H 6.755 1.667 3.361  0.00
H 5.409 0.593 1.560  0.00
N 3.672 0.599 2.728  0.01
H 0.475 -0.856 -4.003  0.00
H 1.513 2.950 -4.393  0.00
V 1.680 -1.059 1.135  0.87
H -3.435 1.600 0.513  0.00
C 0.394 -3.589 0.574  0.00
H 1.687 1.086 -1.203  0.01
O 3.018 -0.049 1.725  0.03
C -3.078 1.563 -0.501  0.01
H -0.121 4.113 -0.552  0.00
C 0.343 -2.747 -0.708  0.01
C 0.340 -1.410 -3.085  0.02
C 0.093 -2.767 -3.088  0.01
H -3.141 0.082 -4.541  0.00
H -2.421 3.668 -4.121  0.00
C 1.763 3.246 -3.368  0.02
C 3.171 -3.550 1.880  0.00
C -2.478 0.250 -3.678  0.00
H -2.894 0.503 -0.778  0.00
H 1.505 -4.453 2.923  0.00
H -0.174 0.828 -5.223  0.00
H -3.508 2.436 -4.691  0.00
H -3.110 0.265 -2.781  0.00
H -1.388 -4.505 2.516  0.00
C 0.324 0.171 1.697  0.02
C 0.800 3.867 -1.096  0.00
C -2.786 2.670 -3.889  0.00
H 1.072 -4.470 0.471  0.00
H -1.683 1.289 -6.019  0.01
H -1.844 2.983 0.555  0.00
H 3.069 -4.049 0.914  0.00
O -0.446 0.986 2.009  0.03
C -1.721 1.564 -3.881  0.06
H -0.121 -1.839 3.431  0.00
H 3.623 -2.561 1.723  0.00
H -3.773 2.067 -1.210  0.00
C -0.415 -2.535 2.637  0.00
H -1.173 -2.054 2.009  0.00
H -3.376 2.740 -2.970  0.00
C -0.988 1.558 -5.211  0.02
C 0.074 -3.469 -1.867  0.02
H -0.551 4.452 -4.221  0.00
H -0.112 -4.566 -1.837  0.00
P -0.223 1.682 -2.463  0.38
C 0.863 -0.807 -1.933  0.04
C -0.351 4.567 -3.152  0.00
H -0.306 -4.307 3.920  0.00
H 1.409 4.780 -1.128  0.00
H -0.037 -3.266 -4.063  0.00
C -1.018 -3.796 3.263  0.00
H 1.961 -2.875 3.540  0.00
C 4.977 0.875 2.533  0.00
C 3.028 0.900 3.888  0.01
C 1.321 0.588 -2.125  0.25
H -1.880 -3.512 3.876  0.00
H 2.349 4.175 -3.391  0.00
H 1.967 0.660 3.976  0.00
C 0.490 3.424 -2.542  0.03

=====

5.
Below is a molecular structure, C24H24N2O2PSSe2Tc at a distorted geometry, with properties calculated with wB97M-V/def2-TZVPD.

Output
2S+1: 4
E_LUMO (alpha / beta): -11.667 / -12.359 eV
charge: +3
E_HOMO (alpha / beta): -16.418 / -16.418 eV
total energy: -6811.15427 a.u.

Last column: natural (NBO) charge in e.
Cartesian coordinates (Å):
O -2.643 -0.132 4.942  -0.26
C 4.716 1.809 -0.374  -0.19
N 2.199 0.326 -0.652  -0.63
C -3.230 -0.636 -2.172  -0.19
H -2.577 -1.403 -1.779  0.22
H 3.470 -2.663 0.224  0.23
H 6.080 3.118 0.626  0.24
H 3.891 2.066 0.283  0.20
H -5.384 1.866 -1.196  0.24
N 3.064 -0.852 1.191  -0.50
C 4.543 0.928 -1.445  -0.19
H 2.972 -0.942 2.195  0.44
H -4.343 0.577 -5.131  0.26
O 2.851 -0.094 -2.793  -0.45
C 3.253 0.309 -1.751  0.69
C 6.821 1.246 -2.113  -0.19
H 7.955 2.601 -0.895  0.25
H 1.324 0.701 -0.989  0.44
H 5.631 -3.042 1.198  0.25
C -7.439 -1.586 1.008  -0.18
C -6.179 -1.294 0.532  -0.18
C 6.039 -1.058 1.961  -0.62
C -2.156 0.078 3.959  0.58
H -7.719 0.833 3.399  0.26
C 6.994 2.125 -1.046  -0.13
C -7.985 -0.819 2.037  -0.09
C -4.233 0.480 -4.058  -0.11
C 5.942 2.414 -0.184  -0.21
Tc -1.224 0.456 2.217  0.40
C -3.383 -0.503 -3.540  -0.19
H -5.456 1.369 2.600  0.23
H 5.511 -0.182 2.350  0.19
Se -2.933 1.928 1.348  0.12
C 5.593 0.653 -2.322  -0.15
H -8.004 -2.402 0.576  0.26
C -4.818 1.210 -1.850  -0.18
C -7.273 0.243 2.609  -0.19
S 0.948 0.671 1.668  -0.08
H 7.642 1.036 -2.787  0.25
H -8.979 -1.049 2.399  0.26
H 4.521 -1.330 -0.276  0.23
C -3.947 0.225 -1.331  -0.43
Se -2.276 -1.351 1.056  0.24
C -5.458 -0.226 1.120  -0.44
H -5.759 -1.878 -0.280  0.24
H 6.606 -0.740 1.083  0.22
H 4.578 -2.573 2.504  0.21
C 2.228 -0.042 0.614  0.46
C -4.945 1.333 -3.219  -0.18
H 6.750 -1.374 2.723  0.25
C 5.084 -2.194 1.609  -0.42
H 5.433 -0.018 -3.156  0.25
C -6.002 0.546 2.158  -0.19
C 4.044 -1.805 0.573  -0.22
H -5.601 2.087 -3.634  0.26
P -3.889 0.119 0.423  1.13
H -2.847 -1.164 -4.209  0.26

=====

6.
Below is C8H12N2 in the gas phase at a distorted geometry, with properties calculated with wB97M-V/def2-TZVPD.

Output
2S+1: 3
energy relative to the best compared isomer or geometry (same formula, charge and spin): 36.4 kcal/mol
E_LUMO (alpha / beta): 0.775 / -0.201 eV
charge: 0
E_HOMO (alpha / beta): -7.210 / -9.745 eV
total energy: -421.32401 a.u.

Last column: natural (NBO) charge in e.
Cartesian coordinates (Å):
N -1.774 1.326 -0.466  -0.55
H -2.512 0.670 1.374  0.21
C -0.529 1.845 -0.039  -0.22
H -0.501 2.791 -0.580  0.21
N -4.441 -1.058 -0.598  -0.33
H -0.787 -1.345 0.705  0.24
H 1.232 -2.459 -0.480  0.22
H 1.042 1.139 -1.472  0.23
C 0.682 0.910 -0.446  -0.31
C 0.108 -0.896 1.206  -0.63
C -2.472 0.406 0.249  -0.13
H 0.382 -1.788 1.699  0.22
H -0.667 2.112 1.061  0.21
H -1.833 1.128 -1.516  0.39
H 0.284 -1.587 -1.773  0.21
C 1.111 -1.545 -1.080  -0.60
H 0.144 -0.063 1.910  0.22
C -3.645 -0.309 -0.266  0.20
C 0.938 -0.456 -0.013  -0.09
C 1.868 0.668 0.394  -0.10
H 2.294 0.904 1.347  0.20
H 1.948 -1.398 -1.730  0.22

=====

7.
Below is 2 unconnected molecules or ions with the total composition C7H6BBrClO11S, with properties calculated with wB97M-V/def2-TZVPD.

Output
energy relative to the best compared isomer or geometry (same formula, charge and spin): 1.2 kcal/mol
E_LUMO: 1.683 eV
charge: -1
E_HOMO: -7.267 eV
total energy: -4555.50187 a.u.

Last column: natural (NBO) charge in e.
Cartesian coordinates (Å):
O -0.754 -4.863 1.168  -0.73
O -0.228 1.859 0.308  -0.65
C 1.384 3.478 0.718  0.68
C 1.065 2.068 0.160  0.69
H 1.849 -2.416 -0.283  0.21
O -0.146 -2.732 0.240  -0.73
Br 1.616 -3.958 -2.648  -0.04
C -3.072 3.605 0.732  0.68
H 0.555 -0.367 -1.759  0.26
H 2.289 -1.570 -2.924  0.22
C 0.496 -1.455 -1.695  -0.46
H -0.550 -1.729 -1.841  0.23
C 0.903 -1.875 -0.290  -0.09
H 0.793 -1.929 -3.773  0.22
Cl 0.162 -6.212 0.784  0.25
H 1.010 -0.989 0.334  0.22
S 0.114 -3.481 1.631  1.78
C 1.316 -2.046 -2.829  -0.41
O -3.632 2.831 2.993  -0.55
B -0.862 3.041 0.940  1.15
O -1.527 2.685 2.201  -0.66
O 1.510 -3.830 1.727  -0.91
O -4.121 3.998 0.316  -0.56
C -2.815 2.993 2.134  0.68
O -1.915 3.607 0.085  -0.66
O 0.246 3.992 1.152  -0.65
O 1.852 1.299 -0.322  -0.59
O 2.463 3.994 0.743  -0.56

=====

8.
Below is a molecular structure, C33H40N4O6S2SiY at a distorted geometry, with properties calculated with wB97M-V/def2-TZVPD.

Output
energy relative to the best compared isomer or geometry (same formula, charge and spin): 69.5 kcal/mol
E_LUMO: 1.853 eV
charge: -1
E_HOMO: -4.425 eV
total energy: -3076.43611 a.u.

Last column: Löwdin charge in e.
Cartesian coordinates (Å):
H -5.405 -1.027 5.229  0.11
O -1.467 -3.046 1.685  -0.30
C 1.100 -1.712 -5.283  -0.11
C 1.904 3.085 -1.593  -0.07
C 2.509 2.163 1.382  -0.03
H -4.879 2.104 1.447  0.09
C -2.779 3.593 -0.847  -0.03
O 0.128 -2.260 0.029  -0.52
H 2.442 -1.345 -2.120  0.04
C 0.477 1.234 -4.010  -0.23
H 0.507 -3.145 -2.192  0.05
H 1.482 -3.793 -3.528  0.08
H 0.150 -2.030 -5.720  0.06
N 2.356 -0.202 0.704  0.06
H -3.107 -0.177 -5.584  0.08
C -1.600 2.900 -0.601  -0.19
H -3.675 3.257 -0.345  0.10
C -1.960 -0.450 -3.768  -0.66
H -3.852 0.550 -3.370  0.08
H 2.901 4.195 1.915  0.11
C -6.215 1.301 2.911  -0.09
H 0.433 4.706 -2.643  0.10
C -3.884 0.673 2.698  -0.09
C -2.813 4.670 -1.720  -0.10
H 1.840 3.129 -2.678  0.07
C -2.067 -0.049 -5.243  -0.12
H 3.449 -3.106 -0.149  0.10
H -3.747 5.186 -1.903  0.10
Y -0.222 -0.166 -0.247  1.35
H -2.080 -2.564 -4.301  0.07
C -2.575 0.767 2.040  -0.15
H -1.795 0.999 -5.402  0.07
C -4.051 -0.207 3.778  -0.17
H 2.127 4.075 -1.190  0.10
C -5.301 -0.329 4.403  -0.05
C 3.329 3.264 1.563  -0.09
C -1.466 -0.021 2.526  -0.34
C -4.996 1.425 2.280  -0.03
H 2.776 -0.364 -3.554  0.06
H 1.812 -2.662 0.192  0.06
O -0.304 0.063 2.029  -0.13
C 4.698 3.193 1.301  -0.10
Si -0.158 -0.296 -3.023  0.68
H -1.660 5.915 -3.043  0.10
H -2.436 -2.260 -2.599  0.06
H 1.538 1.417 -3.804  0.00
C 4.449 0.896 0.720  -0.49
S 4.873 -0.746 0.321  1.07
N -1.479 1.792 0.289  -0.04
C -2.918 -0.969 4.235  -0.01
H 1.444 2.201 1.587  0.11
C 3.165 -1.193 0.444  -0.67
H -7.341 0.309 4.467  0.09
H -0.242 -3.467 -3.745  0.06
C -0.464 4.394 -2.129  -0.04
C -2.548 -1.857 -3.607  -0.10
H -7.056 1.892 2.569  0.09
H 1.867 -2.434 -5.609  0.08
H 0.369 1.102 -5.091  0.01
O -2.034 -1.346 0.018  -0.44
H 1.362 -0.738 -5.707  0.06
H -2.437 1.555 -3.007  0.06
H 3.155 -2.097 -3.557  0.08
H -1.431 -0.662 -5.887  0.06
H -0.871 -1.468 4.002  0.12
H 2.694 2.396 -1.306  0.09
C -1.709 -0.873 3.667  0.00
N 2.803 -2.475 0.288  0.13
H -3.069 -1.658 5.060  0.12
H -2.907 0.235 -1.912  0.06
C 1.027 -1.681 -3.752  -0.66
H 5.323 4.068 1.440  0.10
H 6.341 1.926 0.710  0.10
C -6.378 0.412 3.981  -0.11
N -2.504 1.661 1.051  0.09
C 3.069 0.974 0.925  -0.32
C 2.426 -1.345 -3.216  -0.13
C 0.668 -3.094 -3.270  -0.10
C 5.274 2.000 0.884  -0.10
S -1.338 -2.675 0.299  0.32
H -0.078 2.139 -3.730  0.01
C -1.652 5.076 -2.358  -0.09
C -2.828 0.531 -2.964  -0.13
H -3.625 -1.839 -3.841  0.08
O -1.739 -3.679 -0.650  -0.31
O 0.698 2.580 -1.032  -0.16
C -0.439 3.306 -1.269  -0.24